[1]
ORCA calculation (ωB97M-V with the def2-TZVPD basis set) on a structure of composition C44H63BI2IrN8O2 in a non-equilibrium geometry.

Cartesian coordinates (Å):
Ir (-0.12, 0.68, -0.78)
I (6.85, 0.40, 6.42)
I (-2.55, 5.81, -2.76)
O (2.01, 2.53, 1.87)
O (1.18, 0.46, 2.27)
N (0.75, 2.41, -0.21)
N (0.81, -2.03, -0.32)
N (1.30, -0.79, -0.66)
N (-1.41, -1.52, 0.69)
N (-1.27, -0.16, 0.62)
N (-1.80, 1.86, -1.30)
N (-1.28, -1.86, -1.75)
N (-0.90, -0.63, -2.15)
C (0.93, 5.22, -0.45)
C (-2.80, 3.86, -2.11)
C (-1.33, -0.44, -3.40)
C (2.00, 1.31, 2.45)
C (4.01, 1.18, -0.37)
C (4.35, -0.30, 4.88)
C (-2.26, -3.27, 2.25)
C (5.25, 0.73, 5.13)
C (-2.03, -1.58, -3.80)
C (-1.99, -1.85, 1.85)
C (1.49, 4.55, 0.80)
C (1.44, -5.16, -1.19)
C (-4.15, 1.95, -1.70)
C (3.29, -0.08, 4.02)
C (1.30, 3.03, 0.72)
C (-1.67, 1.80, 2.24)
C (-0.01, 0.45, -5.30)
C (2.98, 0.76, -2.63)
C (3.13, 1.16, 3.41)
C (3.56, 0.12, -1.36)
C (-2.95, 2.60, 1.99)
C (-1.70, 3.13, -1.71)
C (2.62, -0.92, -0.81)
C (1.82, -2.90, -0.22)
C (2.79, -4.89, 0.93)
C (-2.57, -3.83, -2.57)
C (5.10, 1.97, 4.53)
C (2.98, 4.89, 0.93)
C (-1.73, 0.36, 1.79)
C (-1.98, -2.46, -2.73)
C (1.62, -4.36, 0.10)
C (-2.28, 1.42, -4.79)
C (-3.74, -3.77, -1.58)
C (-2.21, -0.69, 2.56)
C (2.99, -2.23, -0.53)
C (-1.27, -3.69, 3.35)
C (-4.05, 3.27, -2.09)
C (-3.01, -4.41, -3.91)
C (0.73, 5.06, 2.03)
C (-1.36, 1.85, 3.75)
C (4.04, 2.18, 3.67)
C (-1.01, 0.79, -4.20)
C (-3.70, -3.45, 2.70)
C (-3.01, 1.27, -1.32)
B (-0.72, -2.34, -0.40)
H (-0.24, -3.59, 3.02)
H (-1.15, 2.88, 4.04)
H (0.21, 1.34, -5.90)
H (-3.89, -2.88, 3.62)
H (4.38, 0.74, 0.56)
H (-0.14, 5.05, -0.53)
H (0.88, 6.13, 2.13)
H (-3.91, -4.50, 2.91)
H (3.71, -4.90, 0.35)
H (-0.42, -0.32, -5.96)
H (1.41, 4.86, -1.36)
H (0.62, -4.77, -1.79)
H (-0.35, 4.88, 1.93)
H (-0.70, 3.53, -1.72)
H (4.47, -1.26, 5.36)
H (-2.18, -4.44, -4.62)
H (0.93, 0.08, -4.89)
H (2.74, 0.00, -3.38)
H (-3.04, 1.59, -4.03)
H (2.07, 1.33, -2.41)
H (-3.44, -3.34, -0.62)
H (3.39, 4.55, 1.87)
H (-1.80, -4.48, -2.14)
H (3.99, -2.64, -0.57)
H (-1.40, -3.07, 4.24)
H (-3.04, 0.23, -1.03)
H (-5.10, 1.43, -1.70)
H (-2.04, 2.37, -5.26)
H (-4.41, -3.10, 1.95)
H (-0.54, 1.51, -3.52)
H (1.23, -6.21, -0.96)
H (5.80, 2.77, 4.74)
H (1.08, 6.30, -0.38)
H (-3.38, -5.43, -3.77)
H (-2.09, -3.91, 1.38)
H (-4.93, 3.82, -2.39)
H (0.71, -4.44, 0.69)
H (1.08, 4.58, 2.95)
H (-0.84, 2.26, 1.71)
H (-4.13, -4.77, -1.39)
H (3.92, 3.15, 3.19)
H (2.58, -0.86, 3.80)
H (-1.44, -4.73, 3.63)
H (2.59, -5.92, 1.24)
H (-2.65, -0.61, 3.54)
H (2.35, -5.13, -1.79)
H (-3.84, 1.98, 2.13)
H (4.44, -0.45, -1.65)
H (4.82, 1.77, -0.80)
H (2.95, -4.29, 1.82)
H (3.20, 1.86, -0.14)
H (-0.50, 1.23, 4.01)
H (-0.91, -3.51, -0.28)
H (-2.71, 0.76, -5.55)
H (-2.21, 1.51, 4.33)
H (-2.99, 3.03, 0.99)
H (-4.55, -3.17, -1.99)
H (-3.82, -3.82, -4.34)
H (3.56, 4.45, 0.12)
H (3.70, 1.45, -3.07)
H (3.11, 5.97, 0.87)
H (-2.49, -1.75, -4.76)
H (-3.02, 3.43, 2.70)

Output
* HOMO: -10.67 eV
* net charge: +1
* frontier orbital gap: 7.5 eV

[2]
ORCA calculation (ωB97M-V with the def2-TZVPD basis set) on a structure of composition C44H64CoN3P2S2Si in a non-equilibrium geometry.

Cartesian coordinates (Å):
Co (-0.15, 0.48, -0.05)
S (-0.17, -6.15, 4.28)
S (1.87, 0.66, -1.37)
P (0.68, -0.48, 1.90)
P (-0.24, -1.81, -0.41)
Si (-1.86, 1.99, -0.61)
N (0.50, -2.00, 1.12)
N (2.68, 2.46, -3.07)
N (3.14, 2.94, -0.87)
C (0.73, -5.37, 2.91)
C (0.18, -3.98, 2.61)
C (-1.47, -3.15, -0.33)
C (0.69, -5.38, 5.68)
C (4.96, -0.99, 3.51)
C (-1.48, -1.36, 3.48)
C (3.20, 3.74, -3.53)
C (-0.72, 0.11, 5.70)
C (-1.99, 4.95, -0.58)
C (2.76, -3.25, -3.57)
C (-2.20, -5.43, -0.53)
C (3.22, -2.87, -2.32)
C (-1.27, 3.78, 0.09)
C (2.59, 2.14, -1.78)
C (0.97, -2.47, -1.60)
C (2.36, -0.64, 2.60)
C (-2.25, -1.40, 4.63)
C (-1.49, 3.86, 1.60)
C (1.04, -3.28, 1.55)
C (0.23, 3.94, -0.14)
C (4.32, 4.16, -2.60)
C (-3.38, -5.12, 0.11)
C (0.51, -2.82, -2.87)
C (-0.32, -0.60, 3.44)
C (-1.98, 1.97, -2.62)
C (-2.66, -2.85, 0.32)
C (3.78, 4.21, -1.18)
C (0.05, 0.16, 4.55)
C (-1.24, -4.45, -0.76)
C (2.61, -1.39, 3.74)
C (-3.62, -3.82, 0.54)
C (-4.64, 2.59, 0.25)
C (3.90, -1.57, 4.19)
C (-3.61, 1.46, 0.21)
C (2.34, -2.48, -1.34)
C (3.43, -0.08, 1.91)
C (-4.22, 0.30, -0.58)
C (-3.36, 0.97, 1.64)
C (-1.86, -0.67, 5.74)
C (-2.04, 0.53, -3.14)
C (-3.18, 2.74, -3.14)
C (4.73, -0.25, 2.37)
C (-0.72, 2.59, -3.22)
C (1.40, -3.22, -3.85)
H (0.24, -5.77, 6.59)
H (-1.23, -0.07, -2.71)
H (-4.83, 2.99, -0.74)
H (-2.98, 0.05, -2.91)
H (-4.12, 2.29, -2.83)
H (-4.63, 0.64, -1.52)
H (1.12, -3.92, 0.67)
H (-1.68, 5.89, -0.13)
H (4.08, -2.17, 5.07)
H (-3.11, 1.80, 2.30)
H (-2.52, 0.27, 1.68)
H (-2.54, 3.92, 1.85)
H (3.24, 0.47, 1.00)
H (-1.01, 4.76, 1.99)
H (1.04, -3.50, -4.83)
H (-5.04, -0.15, -0.01)
H (-3.17, 3.78, -2.81)
H (-2.46, -0.70, 6.64)
H (2.29, 1.82, -3.73)
H (-3.15, -2.00, 4.66)
H (2.06, -3.13, 1.95)
H (-4.32, 3.40, 0.90)
H (-2.02, -6.44, -0.86)
H (1.74, -5.64, 5.64)
H (-1.92, 0.52, -4.22)
H (5.55, 0.20, 1.84)
H (-4.24, 0.48, 2.04)
H (0.76, 3.12, 0.36)
H (-0.42, 0.69, 6.56)
H (-0.84, -4.07, 2.25)
H (1.78, -5.33, 3.18)
H (-3.07, 4.87, -0.47)
H (4.28, -2.88, -2.12)
H (-0.55, -2.76, -3.08)
H (-4.54, -3.57, 1.04)
H (3.45, -3.56, -4.34)
H (3.00, 2.71, 0.11)
H (-0.33, -4.71, -1.27)
H (-0.62, 3.64, -2.96)
H (-0.74, 2.52, -4.30)
H (2.70, -2.15, -0.38)
H (3.06, 5.03, -1.06)
H (0.16, 2.05, -2.86)
H (0.17, -3.38, 3.52)
H (4.59, 4.37, -0.46)
H (-3.49, -0.48, -0.78)
H (-3.17, 2.75, -4.23)
H (5.97, -1.13, 3.87)
H (-2.84, -1.83, 0.65)
H (2.39, 4.48, -3.54)
H (-1.04, 3.00, 2.09)
H (-1.77, -1.94, 2.62)
H (0.60, -6.03, 2.05)
H (0.94, 0.77, 4.51)
H (-5.58, 2.20, 0.64)
H (4.72, 5.13, -2.89)
H (5.12, 3.42, -2.66)
H (-4.13, -5.89, 0.28)
H (0.49, 3.93, -1.19)
H (0.56, -4.30, 5.64)
H (3.56, 3.62, -4.56)
H (1.79, -1.83, 4.29)
H (0.58, 4.88, 0.29)
H (-1.76, 5.00, -1.64)

Output
* 2S+1: 4
* HOMO (alpha / beta): -9.71 / -10.25 eV
* net charge: +1
* frontier orbital gap (alpha / beta): 7.7 / 6.9 eV
* <S²>: 3.7662